No. 1
A single C7H10N2O3S molecule, computed with ωB97M-V/def2-TZVPD.

Geometry as XYZ:
```
23
Properties=species:S:1:pos:R:3:forces:R:3
C -1.21712 -0.37113 -2.08350 1.35 -1.53 1.28
C -0.41221 -0.69394 -1.04254 -1.36 0.72 -0.80
C 0.27668 -2.01888 -0.66813 0.46 2.91 -0.13
C 0.57674 -2.08660 0.79413 0.11 -1.66 2.56
S 1.81222 -0.86621 1.32140 0.35 0.30 -0.49
C 1.23243 0.57274 0.43720 -3.73 2.07 1.18
N 2.01823 1.03677 -0.74568 1.77 -1.14 -1.15
O 1.99488 0.27390 -1.71826 0.22 1.65 1.07
O 2.74803 2.02632 -0.59988 -1.52 -1.34 -0.33
N -0.32378 0.31121 -0.03882 7.36 -0.55 -0.18
C -1.30829 0.99093 0.44806 -4.44 0.66 2.81
C -1.17753 2.03820 1.54612 0.28 2.21 -0.39
O -2.46562 0.62815 0.21879 0.18 0.63 -0.32
H -1.78570 0.53213 -2.02526 0.02 0.38 -0.31
H -1.39251 -1.05928 -2.89196 -0.08 -0.17 -0.10
H -0.38619 -2.68677 -1.08179 -1.20 -2.35 -0.37
H 1.23542 -2.08939 -1.13105 0.60 -0.10 -0.85
H -0.30437 -1.94478 1.52345 1.17 -0.56 -1.39
H 1.19838 -3.05408 1.07321 -1.71 1.62 -0.57
H 1.26719 1.49734 1.13209 -0.17 -1.81 -1.23
H -0.15004 2.53462 1.61366 -1.69 -0.23 -0.16
H -1.38145 1.63033 2.53885 0.06 -0.44 -0.27
H -2.05537 2.79843 1.37991 1.99 -1.27 0.14
```
Positions in Å, forces in eV/Å.

HOMO-LUMO gap	8.436	eV
HOMO	-9.06	eV
SMILES	C=C1CCS[C@@H]([N+](=O)[O-])N1C(C)=O
relative energy (zero: lowest compared OMol25 entry of this formula, charge and spin)	459.0	kJ/mol
2S+1	1
net charge	0


No. 2
A single C11H20N2O3 molecule, computed with ωB97M-V/def2-TZVPD.

Geometry as XYZ:
```
36
Properties=species:S:1:pos:R:3:forces:R:3
C 4.46405 -0.65910 -0.14766 -0.11 -1.88 -0.17
C 3.70967 0.14611 -1.22057 1.17 1.73 0.01
C 2.41226 0.92598 -0.71894 1.84 -2.33 0.93
C 2.53900 1.89544 0.57180 -0.18 2.66 -1.04
C 1.37069 -0.12244 -0.38320 -2.67 -0.57 -1.10
N -0.00172 0.58277 -0.24010 -1.46 -1.50 -1.51
C -1.14163 -0.09744 -0.76930 3.15 -1.67 1.76
O -0.94803 -1.31360 -1.18131 -2.10 4.59 0.56
C -2.46182 0.77968 -0.58503 2.22 -1.26 -6.11
C -2.76720 1.23904 0.77532 -1.15 0.01 3.15
C -4.19800 0.51373 0.87549 -1.43 -1.31 2.27
C -3.95161 -0.82873 0.07652 -1.08 0.82 0.91
N -3.56853 -0.07051 -1.08985 1.24 -2.91 -3.81
C 1.41920 -0.83905 0.92897 -0.31 0.39 2.29
O 2.19146 -0.40870 1.80154 -2.87 -2.84 -1.62
O 0.33398 -1.79623 1.11493 3.78 1.63 1.92
H 4.84589 0.01125 0.66067 -0.36 -0.49 -0.70
H 3.68641 -1.36990 0.35418 2.16 0.75 -0.89
H 5.40884 -1.20223 -0.64322 -2.26 0.91 1.25
H 4.54588 0.88690 -1.54275 -1.82 -0.75 -0.05
H 3.33775 -0.39978 -2.14096 0.87 0.15 1.10
H 2.03530 1.19130 -1.73399 0.02 1.69 1.20
H 2.78546 2.93442 0.04631 -0.85 -1.72 1.49
H 3.31816 1.86290 1.51954 -1.94 -0.84 -2.96
H 1.43990 1.87377 0.97553 2.56 0.83 -0.30
H 1.19746 -0.87794 -1.23712 0.34 1.24 1.27
H -0.22223 1.21661 0.54778 0.58 -0.54 -1.00
H -2.26926 1.58190 -1.44786 -0.47 -1.16 2.11
H -3.00070 2.29605 0.90928 0.37 0.09 -0.57
H -1.93639 1.05825 1.60487 -1.96 -0.36 -1.67
H -4.94004 1.17245 0.26068 1.30 -1.38 1.26
H -4.69426 0.23918 1.90073 1.34 1.12 -1.47
H -3.16608 -1.47986 0.50613 0.21 0.63 0.10
H -4.79802 -1.57232 0.00523 0.34 1.44 -0.46
H -3.24444 -0.77288 -1.95709 -0.59 2.61 3.02
H -0.32476 -1.80696 0.42010 0.13 0.23 -1.17
```
Positions in Å, forces in eV/Å.

HOMO-LUMO gap	9.849	eV
HOMO	-9.23	eV
SMILES	CC[C@H](C)[C@H](NC(=O)[C@@H]1CCCN1)C(=O)O
relative energy (zero: lowest compared OMol25 entry of this formula, charge and spin)	559.1	kJ/mol
2S+1	1
net charge	0


No. 3
A single C4H5N molecule, computed with ωB97M-V/def2-TZVPD.

Geometry as XYZ:
```
10
Properties=species:S:1:pos:R:3:forces:R:3
N -2.69199 -0.05555 -0.25160 -1.95 0.47 -0.47
C -1.68223 -0.06241 0.26874 1.76 -2.05 0.02
C -0.28972 -0.25437 0.56546 1.29 2.26 1.25
C 0.49859 0.88904 -0.08150 0.83 -0.84 -2.08
C 0.86283 -0.66403 -0.32053 0.17 -0.53 -0.27
H 0.05515 -0.39206 1.55955 -0.70 0.10 1.17
H 1.05308 1.73164 0.50661 -0.93 -2.09 -1.30
H 0.03981 1.10015 -1.14667 0.90 0.59 2.66
H 0.27431 -0.96286 -1.24831 2.26 -0.14 0.58
H 1.88018 -1.32954 0.14824 -3.62 2.21 -1.56
```
Positions in Å, forces in eV/Å.

HOMO-LUMO gap	11.424	eV
HOMO	-10.56	eV
SMILES	N#CC1CC1
relative energy (zero: lowest compared OMol25 entry of this formula, charge and spin)	296.3	kJ/mol
2S+1	1
net charge	0


No. 4
A 2-piece molecular cluster, C3H13N2O overall, computed with ωB97M-V/def2-TZVPD.

Geometry as XYZ:
```
19
Properties=species:S:1:pos:R:3:forces:R:3
N 1.13129 -0.19707 -1.44242 0.30 -3.04 2.34
C 1.23077 -0.48664 0.13108 1.43 2.01 -0.26
C 0.91170 0.89992 0.74908 1.32 -0.56 -0.74
C 0.28380 -1.61544 0.39851 -2.16 -0.93 -1.20
N -0.98077 -1.05567 -0.21600 0.39 -0.84 0.54
H 0.08824 -0.29437 -1.54174 0.04 0.88 -0.25
H 1.71396 0.59547 -1.67258 -0.44 0.28 -0.44
H 1.50316 -1.08020 -1.79653 0.23 0.43 -0.82
H 2.28571 -0.70189 0.35514 -0.34 -0.20 -0.34
H -0.14811 1.05109 0.81363 -0.28 0.56 0.47
H 1.47041 0.92434 1.67290 -0.52 0.24 0.65
H 1.37444 1.71660 0.13594 -0.51 -0.68 0.41
H 0.01274 -2.03349 1.37523 0.96 1.07 0.51
H 0.53833 -2.55985 -0.10614 0.32 0.49 -0.44
H -1.21279 -0.34589 0.46873 -0.94 0.06 -0.27
H -1.71726 -1.76228 -0.19771 0.11 0.33 -0.09
H -3.25256 2.78583 0.77517 0.07 -0.09 -0.12
H -2.60441 2.06692 -0.43128 -0.24 0.20 -0.03
O -2.62867 2.09262 0.52898 0.26 -0.22 0.09
```
Positions in Å, forces in eV/Å.

HOMO-LUMO gap	11.628	eV
HOMO	-14.74	eV
relative energy (zero: lowest compared OMol25 entry of this formula, charge and spin)	129.5	kJ/mol
2S+1	1
net charge	+1


No. 5
A single C4H7NO molecule, computed with ωB97M-V/def2-TZVPD.

Geometry as XYZ:
```
13
Properties=species:S:1:pos:R:3:forces:R:3
C 0.44243 1.53778 -0.37993 0.03 0.05 0.02
C -0.42633 0.41850 -0.93057 -0.10 0.22 -0.06
O 0.24146 -0.82873 -0.74254 0.05 -0.06 -0.01
C -0.17531 -1.63497 0.32238 -0.07 -0.21 0.16
C -0.81694 -0.89992 1.43390 -0.51 0.51 0.70
N -1.38798 -0.31078 2.24892 0.64 -0.60 -0.70
H 1.46727 1.38519 -0.73156 -0.12 0.10 0.01
H 0.09551 2.51767 -0.72204 0.00 -0.12 0.05
H 0.45205 1.53825 0.71539 -0.03 -0.03 -0.18
H -0.58002 0.52668 -2.00858 0.09 -0.01 0.12
H -1.41610 0.40466 -0.45693 0.14 0.03 -0.11
H 0.70703 -2.16061 0.70264 -0.17 0.06 0.01
H -0.90146 -2.39129 -0.00816 0.06 0.08 0.01
```
Positions in Å, forces in eV/Å.

HOMO-LUMO gap	11.289	eV
HOMO	-10.43	eV
SMILES	CCOCC#N
relative energy (zero: lowest compared OMol25 entry of this formula, charge and spin)	163.3	kJ/mol
2S+1	1
net charge	0


No. 6
A 3-piece molecular cluster, C28H48F9N2O11P2S2 overall, computed with ωB97M-V/def2-TZVPD.

Geometry as XYZ:
```
102
Properties=species:S:1:pos:R:3:forces:R:3
C 1.21607 5.09877 5.48267 -0.15 0.32 0.28
C 0.22220 4.80574 4.21028 0.42 0.73 -1.28
C 0.52353 3.33283 3.46865 3.09 1.83 3.17
O -0.64096 2.59002 3.14707 -0.05 -1.00 -3.14
C -0.79361 2.12479 1.72743 -2.78 0.31 1.54
P -0.73289 3.75256 0.72187 0.50 3.58 -1.60
N -1.64339 3.68627 -0.81228 0.54 1.61 0.50
O -1.59930 5.04776 1.59051 1.29 -1.71 -1.22
C -2.28677 1.38900 1.80691 2.51 -1.30 2.23
S -3.71794 2.56860 2.11861 -7.65 0.92 0.17
O -4.14085 3.44345 0.93169 2.66 -3.16 4.39
O -4.87038 1.64345 2.68074 5.48 3.30 -2.29
F -3.41176 3.63818 3.47192 0.15 -2.59 -3.13
C -2.56012 0.17868 0.76508 -2.70 -1.31 0.37
C -3.76573 0.47268 -0.35870 1.52 5.35 -5.62
O -3.60983 1.45347 -1.29144 -1.35 -6.67 6.53
C -5.14730 -0.38916 -0.52863 -1.64 -3.30 0.19
F -5.18248 -1.23229 -1.78696 0.62 2.95 3.90
F -5.36643 -1.41832 0.55929 1.21 3.24 -2.96
C -6.54895 0.44701 -0.57635 -3.57 -1.22 0.76
F -7.59943 -0.60806 -0.86463 3.48 3.12 0.96
F -6.98411 1.05700 0.69824 2.04 -2.01 -4.15
C -6.73457 1.54590 -1.75961 -1.84 1.33 -2.51
F -8.20667 1.55344 -2.10431 4.72 -0.04 1.13
F -6.03152 1.27030 -3.03047 -1.96 0.33 3.92
C -6.38134 3.10085 -1.35057 -2.24 6.39 4.11
O -7.06247 3.82447 -0.41916 4.72 -6.04 -6.51
O -5.29264 3.86890 -2.03932 -3.19 -2.77 0.30
C -1.24100 -0.61595 0.16749 -1.23 -1.87 3.58
P -1.85703 -1.68680 -1.25468 -0.28 -2.36 -1.92
S -2.18000 -0.99370 -2.99794 0.17 0.81 -0.38
N 0.04861 0.15343 0.07622 -0.94 2.22 -0.31
C 0.07625 0.88621 -1.21560 -1.42 0.67 -4.36
C 1.20332 1.97067 -1.58605 2.36 0.81 -0.95
C 2.66532 1.29782 -2.04745 -0.16 -0.82 -0.16
F 0.74520 2.71186 -2.82124 0.28 -1.77 2.85
O 1.19739 -0.51827 0.15698 2.59 -2.37 0.88
C 1.37132 -1.80695 -0.35924 1.25 -3.65 -2.31
C 2.89034 -2.35200 0.08535 -0.17 0.23 1.37
C 3.93483 -1.12922 0.43460 0.77 -0.71 0.38
C 3.51187 -3.46478 -0.94223 1.10 -0.37 0.06
C 4.69807 -2.82494 -1.93320 0.36 -0.45 0.47
C 2.40935 -4.33743 -1.78371 1.04 0.19 -0.74
C 0.27695 0.98641 1.36499 2.61 0.35 4.58
O 0.41190 0.09461 2.57128 -1.03 1.23 -3.15
F 1.72760 1.44079 1.33518 -4.79 -0.51 -0.52
H 0.54147 5.44238 6.37996 1.51 -0.70 -1.65
H 1.82995 4.15762 5.80619 -1.26 1.67 -0.60
H 2.00631 5.96314 5.26847 -1.86 -1.91 0.34
H 0.48579 5.63548 3.39289 -0.75 -1.76 1.73
H -0.91196 4.96051 4.46171 2.26 -0.60 -0.37
H 1.11261 2.72779 4.31722 -1.34 0.98 -1.96
H 1.32690 3.56667 2.66137 -1.90 -0.86 0.91
H -0.98482 4.09509 -1.54217 -0.80 -0.92 1.23
H -2.44561 4.38629 -0.81346 0.85 -1.55 0.40
H -1.12482 5.90247 1.37281 -0.47 -1.56 0.34
H -2.23495 0.84109 2.87616 -0.34 1.43 -2.21
H -3.11270 -0.66964 1.41166 1.37 1.89 -1.34
H -5.34764 3.73552 -3.03271 0.06 -0.26 1.56
H -0.99518 -1.43844 1.01081 -0.49 1.83 -1.79
H -0.97036 -2.85019 -1.42304 -0.67 1.05 0.97
H -3.10637 -2.30547 -0.78127 1.24 0.68 0.60
H -1.04128 1.22921 -1.45469 2.48 -0.16 0.60
H 0.27271 0.05243 -2.05645 -0.66 1.58 2.10
H 1.47751 2.78798 -0.80882 -1.10 -1.46 -1.26
H 2.87166 1.52533 -3.19134 -0.56 -0.19 2.53
H 2.64751 0.10681 -1.96353 -0.07 2.66 -0.08
H 3.56345 1.68127 -1.37721 -2.07 -0.69 -1.45
H 0.64013 -2.66711 0.03004 1.26 2.30 -0.71
H 1.35044 -1.77539 -1.55294 -0.22 -0.13 2.41
H 2.70126 -2.91888 1.11900 0.40 1.28 -2.21
H 4.21770 -0.47955 -0.49643 -0.78 -1.19 1.84
H 4.94648 -1.63809 0.80293 -2.29 1.07 -0.74
H 3.55821 -0.47367 1.34002 0.63 -1.29 -2.04
H 4.09922 -4.24966 -0.26017 -1.35 1.81 -1.34
H 5.65058 -2.48909 -1.29840 -2.23 -0.78 -1.27
H 5.08904 -3.68041 -2.66114 -1.04 1.97 1.40
H 4.34316 -1.87510 -2.51724 0.52 -1.94 0.88
H 1.48435 -4.62815 -1.12847 1.71 0.51 -1.37
H 2.11302 -3.75474 -2.78271 0.31 -1.23 2.29
H 2.97028 -5.31650 -2.15959 -1.40 2.02 0.91
H -0.43112 -0.36072 2.80216 0.60 0.69 -0.23
C -4.22979 -4.45456 -4.82341 -0.02 0.15 0.51
C -2.73286 -4.52074 -4.67865 0.56 0.26 1.13
O -2.18235 -4.25854 -3.61052 -0.52 -0.29 -1.01
C -1.93556 -4.92018 -5.89148 0.45 0.06 0.29
H -4.67368 -4.15322 -3.86863 0.11 -0.06 -0.21
H -4.49725 -3.71508 -5.58242 -0.04 -0.21 -0.09
H -4.62049 -5.43823 -5.09589 -0.01 0.14 -0.19
H -2.10087 -4.20141 -6.69802 -0.12 -0.20 -0.06
H -2.22412 -5.92456 -6.21148 -0.09 0.16 -0.15
H -0.86976 -4.92524 -5.63948 -0.24 0.00 -0.04
C 7.32914 -1.47291 4.65844 -0.52 -0.07 0.05
C 7.26302 -1.82296 3.19583 -1.16 -0.33 -0.59
O 6.19699 -2.11586 2.65685 1.18 0.32 0.61
C 8.55182 -1.80075 2.41821 -0.25 -0.13 -0.43
H 6.32468 -1.53052 5.09109 0.22 0.00 -0.12
H 7.97636 -2.18169 5.18113 0.11 0.21 -0.02
H 7.70443 -0.45363 4.77986 0.18 -0.15 0.06
H 9.25344 -2.52415 2.84115 0.07 0.22 0.05
H 8.98150 -0.79609 2.43988 0.14 -0.14 0.14
H 8.35187 -2.07408 1.37668 0.03 0.05 0.24
```
Positions in Å, forces in eV/Å.

HOMO-LUMO gap	6.812	eV
HOMO	-11.53	eV
2S+1	1
net charge	+1


- What is the HOMO in the sixth record?
  -11.53 eV


- Which of these has the highest HOMO-LUMO gap?
  C3H13N2O


- Which of these has the highest HOMO?
  C7H10N2O3S